# 1
Here is a molecular structure, C17H15N4NiS2SbSe4 in a non-equilibrium geometry from the Open Molecules 2025 dataset. Energies are from wB97M-V/def2-TZVPD.

The HOMO-LUMO gap is 4.83 eV. For the calculated total energy, the calculation gives -13026.6374 a.u. As for the LUMO energy: 3.9 eV. As for the max |F|: 1.026 eV/Å. As for the charge: -2.

Geometry (Å):
Ni -0.2123 -0.4699 0.1067
Se -3.3117 -3.5587 1.3539
Sb -1.4572 -2.0257 1.7637
Se -2.3040 0.3281 0.9031
Se 0.5442 -2.7211 0.2910
Se -0.8680 -1.7822 4.1243
S 1.5889 1.4926 -3.6913
C 2.7651 2.0015 -2.5214
C 3.8926 2.7931 -2.6965
C 4.7067 3.0330 -1.6017
C 4.4036 2.4742 -0.3573
C 3.2814 1.6858 -0.1808
C 2.4357 1.4579 -1.2675
N 1.2833 0.7048 -1.2443
C 0.7384 0.6067 -2.4177
C -0.4406 -0.1876 -2.6582
C -0.9614 -0.3243 -3.9578
C -2.0516 -1.1278 -4.1808
C -2.6196 -1.8057 -3.0918
C -2.1177 -1.6636 -1.8178
C -1.0097 -0.8414 -1.5435
H 4.1331 3.2080 -3.6677
H 5.5913 3.6479 -1.7160
H 5.0627 2.6534 0.4835
H 3.0605 1.2209 0.7700
H -0.4953 0.2024 -4.7859
H -2.4599 -1.2407 -5.1786
H -3.4739 -2.4557 -3.2482
H -2.5949 -2.2081 -1.0105
C 2.7990 -1.0448 5.5094
C 3.4538 -0.6103 4.1963
C 2.4687 0.0731 3.3072
N 1.8385 -0.5298 2.3743
N 0.9093 0.2388 1.7408
C 0.8343 1.4505 2.2202
N -0.0477 2.3800 1.8148
S 1.9442 1.7279 3.5289
H 3.5073 -1.5972 6.1312
H 1.9338 -1.6740 5.2937
H 2.4451 -0.1806 6.0755
H 3.8004 -1.4852 3.6451
H 4.3159 0.0377 4.3809
H -0.8398 2.0201 1.2715
H 0.1762 3.3536 1.8626

# 2
Here is 2 unconnected molecules or ions with the total composition CHIN2 in a non-equilibrium geometry from the Open Molecules 2025 dataset. Energies are from wB97M-V/def2-TZVPD.

The HOMO-LUMO gap is 9.44 eV. For the calculated total energy, the calculation gives -445.7371 a.u. As for the LUMO energy: -0.5 eV. As for the max |F|: 5.059 eV/Å.

Geometry (Å):
C 0.0625 -0.1430 -0.1112
N 0.2346 1.1268 -0.7012
N 0.1804 1.1164 0.5368
I -1.8322 -1.0018 -0.0132
H 1.3546 -1.0983 0.2887

# 3
Here is a molecular structure, C36H34F5N4O4PTi in a non-equilibrium geometry from the Open Molecules 2025 dataset. Energies are from wB97M-V/def2-TZVPD.

The HOMO-LUMO gap is 6.11 eV. For the calculated total energy, the calculation gives -3602.4953 a.u. As for the LUMO energy: -0.7 eV. As for the max |F|: 4.377 eV/Å.

Geometry (Å):
Ti 0.3103 0.0637 0.7456
C 0.3734 -4.6872 2.3927
C 0.2379 -3.1925 2.0696
N 0.5419 -2.7725 0.7034
C -0.3733 -3.3087 -0.2985
C -1.7446 -2.6424 -0.2440
C 1.9449 -2.9516 0.3424
C 2.8419 -2.0343 1.1976
N 2.1353 -0.8109 1.4002
C 2.2133 -0.0509 2.4880
C 1.1625 0.9250 2.4599
F -0.9432 -0.5581 1.7769
C 1.0043 1.6991 3.5855
F -0.0118 2.6004 3.6121
C 1.8487 1.6449 4.6907
C 2.8887 0.7177 4.6741
F 3.7031 0.6433 5.7414
C 3.0993 -0.1242 3.5967
F 4.1232 -1.0110 3.6252
H 0.2502 -4.8182 3.4654
H 1.3486 -5.0822 2.1173
H -0.3916 -5.2770 1.8936
H 0.8908 -2.6268 2.7391
H -0.7850 -2.8861 2.2919
H -0.4891 -4.3987 -0.1970
H 0.0506 -3.1062 -1.2844
H -2.2709 -2.8911 0.6750
H -2.3442 -2.9708 -1.0908
H -1.6177 -1.5558 -0.3056
H 2.0471 -2.6777 -0.7090
H 2.2717 -3.9985 0.4415
H 3.7793 -1.8291 0.6529
H 3.1179 -2.5269 2.1413
H 1.7047 2.2972 5.5381
C 0.1870 5.7585 -1.1307
C 0.6063 5.0481 -0.0159
C 0.0634 3.8073 0.2582
C -0.9076 3.2670 -0.5834
C -1.3345 3.9848 -1.6948
C -0.7823 5.2260 -1.9645
P -1.5188 1.6098 -0.1341
C -2.4151 1.0878 -1.6478
C -1.6136 0.8242 -2.7603
C -2.1631 0.3168 -3.9209
C -3.5240 0.0551 -3.9852
C -4.3286 0.3300 -2.8924
C -3.7824 0.8435 -1.7265
C -2.8520 1.9811 1.0578
C -3.6306 0.9155 1.5103
C -4.6009 1.1223 2.4730
C -4.7877 2.3864 3.0122
C -4.0088 3.4433 2.5740
C -3.0481 3.2475 1.5973
H 0.6166 6.7252 -1.3515
H 1.3672 5.4606 0.6301
H 0.3929 3.2338 1.1165
H -2.0913 3.5736 -2.3484
H -1.1059 5.7764 -2.8356
H -0.5517 1.0359 -2.6950
H -1.5355 0.1134 -4.7756
H -3.9520 -0.3590 -4.8860
H -5.3900 0.1378 -2.9475
H -4.4226 1.0581 -0.8826
H -3.4555 -0.0771 1.1112
H -5.2029 0.2950 2.8201
H -5.5284 2.5435 3.7823
H -4.1364 4.4246 3.0055
H -2.4424 4.0768 1.2620
F 1.1669 -3.2270 -4.6031
C 2.1843 -2.7261 -3.8718
C 2.0871 -1.4636 -3.3870
N 3.0861 -0.9175 -2.6212
C 2.9017 0.3809 -2.0222
C 1.6853 0.4147 -1.0903
O 1.5399 1.3812 -0.3079
O 0.8321 -0.5065 -1.1127
C 4.2237 -1.6333 -2.2991
O 5.0841 -1.1970 -1.5656
N 4.3033 -2.8737 -2.8727
C 3.3479 -3.5517 -3.6566
O 3.5644 -4.6760 -4.0495
H 1.2174 -0.8524 -3.5647
H 2.7717 1.1430 -2.7982
H 3.8058 0.6163 -1.4498
H 5.1592 -3.3866 -2.6881

# 4
Here is 6 unconnected molecules or ions with the total composition C14H39F3O5PS5 in a non-equilibrium geometry from the Open Molecules 2025 dataset. Energies are from wB97M-V/def2-TZVPD.

The HOMO-LUMO gap is 4.38 eV. For the calculated total energy, the calculation gives -3564.5486 a.u. As for the LUMO energy: 1.9 eV. As for the max |F|: 2.150 eV/Å. As for the charge: -1.

Geometry (Å):
F 0.5213 0.4564 2.9124
C 0.0381 -0.6611 3.3131
F -1.0034 -0.5040 4.1244
C 0.4840 -1.8560 3.0545
F 0.2583 -2.7749 3.9977
C 1.1359 -2.3393 1.8278
C 2.4992 -3.0232 2.1266
P 3.9401 -1.9029 1.4582
H 1.2670 -1.5501 1.0837
H 0.4337 -3.0671 1.4086
H 2.4900 -4.0133 1.6643
H 2.6148 -3.0932 3.2069
H 3.3835 -2.0777 0.0949
H 4.8157 -3.0773 1.2011
H 4.5098 -1.8509 2.8394
H 3.0758 -0.7342 1.7463
H 4.9628 -1.0128 0.9938
C 4.4884 2.1845 -2.6513
S 5.3195 1.6277 -1.1541
O 4.6272 0.4036 -0.6931
C 4.7649 2.9869 -0.1061
H 4.6750 1.4426 -3.4332
H 3.4171 2.2658 -2.4649
H 4.8939 3.1522 -2.9589
H 3.6758 3.0184 -0.0823
H 5.1627 3.9278 -0.4926
H 5.1466 2.8188 0.9000
C 0.0790 1.6266 -2.8228
S 0.3882 2.9784 -1.6767
O 1.6130 2.6313 -0.9214
C -1.0131 2.6394 -0.6003
H 0.8748 1.6256 -3.5656
H 0.0824 0.6793 -2.2829
H -0.8817 1.7821 -3.3158
H -0.9383 1.6246 -0.2083
H -1.9402 2.7640 -1.1614
H -0.9866 3.3514 0.2222
C 4.9307 -2.3582 -5.6323
S 5.4141 -0.6490 -5.9047
O 4.7644 0.1583 -4.8419
C 4.4560 -0.4150 -7.4106
H 5.3906 -2.6936 -4.7048
H 3.8462 -2.4249 -5.5466
H 5.2868 -2.9719 -6.4606
H 3.4020 -0.6101 -7.2108
H 4.8268 -1.0873 -8.1848
H 4.5820 0.6166 -7.7338
C -4.3004 -0.3315 4.2547
S -4.4393 -1.9084 3.4047
O -5.5969 -1.8094 2.4686
C -4.9944 -2.8452 4.8353
H -3.9981 0.4188 3.5269
H -5.2643 -0.0580 4.6869
H -3.5417 -0.4071 5.0327
H -5.9140 -2.4097 5.2284
H -4.2138 -2.8370 5.5959
H -5.1811 -3.8687 4.5165
C -7.6534 0.5355 2.0570
S -7.1134 2.2091 1.7024
O -7.7816 3.1086 2.6818
C -8.0008 2.3670 0.1447
H -7.2416 0.2414 3.0176
H -8.7433 0.5021 2.0987
H -7.2801 -0.1402 1.2891
H -9.0672 2.2128 0.3114
H -7.6174 1.6346 -0.5659
H -7.8322 3.3708 -0.2406